Record 1
96
Properties=species:S:1:pos:R:3:forces:R:3 method="wB97M-V/def2-TZVPD" charge=0 smiles="CS(=O)(=O)c1cc(CC=O)cc2nsnc12.COC(=O)OC.COC(=O)OC.COC(=O)OC.COC(=O)OC.COC(=O)OC.COC(=O)OC" e_homo_ev=-9.138 de_lowest_kj_mol=1164.53
C 8.9430 -2.9706 1.3176 -1.08 -0.40 1.04
S 8.6043 -1.5139 0.1286 2.94 2.07 -4.64
O 8.6923 -1.9707 -1.3795 -1.13 0.63 5.57
O 9.5848 -0.3351 0.3365 -3.52 -3.90 0.52
C 6.8065 -0.9971 0.5165 -3.19 -0.98 -0.26
C 5.6427 -1.9899 -0.1283 -0.09 3.47 2.51
C 4.0660 -1.6662 0.1847 2.14 3.10 2.24
C 2.8516 -2.6583 -0.3968 0.46 1.39 0.48
C 1.6261 -1.6076 -0.8274 2.71 1.48 -5.90
O 1.7895 -1.0171 -2.0333 -0.94 -3.93 8.20
C 3.7359 -0.3416 1.1032 2.43 -2.04 -1.36
C 4.9183 0.6158 1.7223 2.69 1.10 0.69
N 4.8645 1.8471 2.5997 2.66 -3.44 -2.37
S 6.5297 2.3663 2.9554 -1.97 -3.72 -2.77
N 7.5530 1.2308 2.0939 -6.54 -1.70 -1.02
C 6.5184 0.3181 1.4521 -0.50 -0.70 -0.21
H 7.9266 -3.5838 1.4443 2.24 1.41 -0.58
H 9.1469 -2.4817 2.3655 -0.12 -0.90 -2.17
H 9.7954 -3.6766 0.9374 -1.60 1.77 0.56
H 5.9057 -2.9293 -0.8096 -0.31 2.43 1.67
H 2.5268 -3.4306 0.4207 0.59 1.61 -1.46
H 3.2885 -3.2328 -1.3234 -1.12 1.36 1.70
H 0.7439 -1.3948 -0.0872 1.49 -0.25 -1.51
H 2.6133 -0.0980 1.3266 2.52 -0.36 -0.37
C 8.9360 5.2333 6.2424 0.35 -0.28 -0.36
O 8.1501 5.9667 7.1798 -1.17 -0.17 0.18
C 6.8402 5.6133 7.2077 -0.07 -0.11 -0.18
O 6.3148 4.7528 6.5189 0.69 1.20 0.89
O 6.2163 6.3832 8.1347 0.69 -0.58 -0.73
C 4.8216 6.1194 8.2740 -0.54 -0.05 0.07
H 9.9649 5.5981 6.3055 -0.32 0.11 0.20
H 8.9334 4.1664 6.4875 -0.13 0.16 -0.13
H 8.5740 5.3984 5.2225 -0.03 -0.15 0.20
H 4.6544 5.0879 8.6004 0.02 0.14 -0.21
H 4.2952 6.3199 7.3353 0.13 -0.20 0.13
H 4.4255 6.7911 9.0406 0.37 -0.04 -0.13
C 0.1121 0.1344 -3.5931 0.10 -0.19 0.15
O -0.8926 1.1003 -3.8961 -1.53 -0.22 -0.22
C -2.1584 0.6113 -3.8859 0.23 0.18 -0.04
O -2.4796 -0.5422 -3.6468 0.30 1.86 -0.06
O -3.0047 1.6281 -4.1879 0.87 -0.80 0.26
C -4.3817 1.2573 -4.2137 -0.59 -0.05 -0.04
H 1.0838 0.6347 -3.6297 -0.44 0.11 0.00
H -0.0304 -0.2676 -2.5849 -0.23 0.24 -0.62
H 0.1108 -0.6699 -4.3358 -0.09 0.04 0.18
H -4.7039 0.9001 -3.2303 0.09 -0.08 -0.23
H -4.5626 0.4978 -4.9812 0.05 0.03 0.25
H -4.9665 2.1464 -4.4653 0.35 -0.08 0.04
C -9.5251 4.2782 -4.6723 0.22 0.48 -0.09
O -10.1851 3.0347 -4.4437 0.49 -0.94 0.05
C -9.3581 1.9590 -4.4240 0.35 -0.12 -0.03
O -8.1474 1.9823 -4.5809 -1.66 0.00 0.23
O -10.1116 0.8530 -4.1994 0.45 1.11 -0.19
C -9.3687 -0.3635 -4.1526 0.23 -0.60 0.03
H -10.2814 5.0681 -4.6678 -0.05 -0.38 0.05
H -8.8056 4.4860 -3.8738 -0.01 -0.12 -0.24
H -9.0318 4.2795 -5.6496 0.05 -0.06 0.26
H -8.6428 -0.3414 -3.3333 -0.02 0.08 -0.25
H -8.8691 -0.5478 -5.1092 0.05 0.14 0.23
H -10.0707 -1.1814 -3.9681 -0.11 0.39 -0.02
C 0.5787 -4.8634 -8.2488 0.30 -0.31 -0.22
O -0.3176 -3.9036 -7.6926 -0.27 -0.02 0.93
C -0.5782 -4.0821 -6.3729 0.00 -0.15 0.37
O -0.1202 -4.9649 -5.6645 -0.59 1.20 -1.03
O -1.4368 -3.1082 -5.9780 0.86 -0.84 -0.65
C -1.8023 -3.1713 -4.6009 -0.50 -0.07 0.58
H 0.7152 -4.6248 -9.3073 -0.22 0.19 0.26
H 1.5547 -4.8115 -7.7557 -0.23 -0.13 0.02
H 0.1591 -5.8719 -8.1746 0.16 0.17 0.14
H -0.9215 -3.0518 -3.9617 -0.14 -0.15 -0.11
H -2.3170 -4.1121 -4.3808 0.31 -0.01 -0.05
H -2.4905 -2.3466 -4.3958 0.39 -0.40 -0.41
C 6.5456 2.1805 8.3653 -0.49 0.32 -0.10
O 7.5645 1.1943 8.2128 0.62 -0.49 0.87
C 8.1166 0.7767 9.3799 -0.16 0.19 0.41
O 7.8152 1.1685 10.4964 0.45 -0.58 -1.62
O 9.0621 -0.1524 9.0895 -0.75 0.71 0.03
C 9.7317 -0.6846 10.2308 0.26 -0.21 0.40
H 6.1753 2.4407 7.3698 0.32 -0.21 0.15
H 5.7096 1.7846 8.9509 0.24 0.11 0.08
H 6.9507 3.0855 8.8294 -0.10 -0.22 0.07
H 9.0231 -1.1951 10.8910 0.11 0.25 -0.04
H 10.2642 0.1059 10.7694 -0.24 -0.12 -0.01
H 10.4650 -1.4167 9.8814 -0.25 0.22 -0.21
C -14.2400 0.0505 -3.3058 0.25 0.52 -0.10
O -14.9000 -1.1930 -3.0771 0.51 -1.06 0.06
C -14.0731 -2.2687 -3.0575 0.35 0.09 -0.06
O -12.8623 -2.2455 -3.2144 -1.67 -0.05 0.22
O -14.8266 -3.3747 -2.8329 0.44 0.97 -0.17
C -14.0836 -4.5913 -2.7861 0.24 -0.46 0.02
H -14.9963 0.8403 -3.3012 -0.05 -0.39 0.05
H -13.5205 0.2582 -2.5073 -0.01 -0.12 -0.25
H -13.7467 0.0517 -4.2831 0.06 -0.05 0.27
H -13.3577 -4.5692 -1.9668 -0.02 0.06 -0.26
H -13.5840 -4.7756 -3.7426 0.04 0.12 0.24
H -14.7856 -5.4091 -2.6016 -0.08 0.38 -0.04

***

Record 2
79
Properties=species:S:1:pos:R:3:forces:R:3 method="wB97M-V/def2-TZVPD" charge=+4 s2=3.7938 e_homo_ev="-19.127 / -18.760" de_lowest_kj_mol=0.00 spin_multiplicity=4
Tc -1.8561 1.5427 -0.4217 1.01 -0.55 0.25
P 0.1093 2.5887 -0.9836 1.69 0.73 0.34
P -0.6100 0.4672 1.3298 0.67 -0.23 1.58
P -2.5421 3.0731 1.1093 -0.46 1.46 1.49
H -4.1268 0.5992 -2.9557 0.04 0.25 0.02
C -3.9512 1.6738 -2.9773 1.90 0.53 -0.74
C -2.7911 2.3117 -2.5986 -1.59 0.18 -2.57
H -1.7365 1.8873 -2.6288 -1.31 -0.03 0.29
C 1.0701 1.5468 -2.1583 -0.16 0.05 -0.26
C 1.4625 3.1621 0.1107 0.07 0.07 0.07
C -0.2763 4.1186 -1.8951 0.03 -0.10 -0.19
C -1.5163 -0.7416 2.3935 -0.13 -0.08 -0.22
C 0.7926 -0.6021 0.7982 -0.06 -0.17 -0.20
C 0.2570 1.3368 2.7244 -0.10 0.36 -0.06
C -3.6141 4.2735 0.2176 0.05 -0.20 -0.05
C -1.4771 4.2308 2.1054 0.21 -0.19 -0.26
C -3.5892 2.3703 2.4540 -0.03 -0.11 -0.26
H -4.7026 2.2782 -3.4904 -0.15 -0.15 0.56
H -2.8673 3.3584 -2.9593 0.56 -0.54 0.84
H 0.4103 0.8936 -2.7427 0.14 0.11 -0.02
H 1.8262 0.9203 -1.6632 -0.33 0.33 -0.03
H 1.5774 2.2302 -2.8490 0.02 -0.23 0.03
H 1.9951 2.3325 0.5890 -0.18 0.13 -0.13
H 1.1049 3.8515 0.8812 0.01 -0.18 -0.12
H 2.1939 3.7145 -0.4925 -0.17 -0.13 -0.03
H -1.1383 3.9621 -2.5485 0.50 0.37 0.13
H 0.6090 4.3496 -2.4976 -0.19 0.23 0.07
H -0.4837 4.9405 -1.1963 0.09 -0.22 -0.19
H -0.8926 -1.0338 3.2533 -0.15 0.19 -0.34
H -1.7570 -1.6506 1.8289 0.02 0.27 0.17
H -2.4471 -0.2986 2.7687 0.21 -0.13 -0.08
H 1.3104 -1.0355 1.6642 -0.34 0.15 -0.04
H 1.5606 -0.0898 0.2111 -0.32 0.01 -0.01
H 0.3785 -1.4305 0.2173 0.19 0.01 -0.17
H 0.8657 0.6270 3.3003 -0.27 -0.08 -0.32
H -0.4784 1.7437 3.4213 0.02 -0.01 -0.08
H 0.9282 2.1431 2.4194 -0.28 -0.11 -0.04
H -4.0184 5.0276 0.9094 0.15 -0.22 -0.22
H -4.4474 3.7530 -0.2751 0.16 0.16 0.14
H -3.0130 4.7673 -0.5622 -0.23 -0.05 0.28
H -2.0899 5.0040 2.5995 0.01 -0.38 -0.34
H -0.7446 4.7417 1.4659 -0.27 -0.06 0.13
H -0.9262 3.7066 2.8966 -0.20 0.10 -0.31
H -4.2936 3.1222 2.8357 0.25 -0.13 -0.07
H -2.9571 2.0195 3.2837 -0.17 0.15 -0.25
H -4.1565 1.5167 2.0619 0.18 0.39 0.34
C -2.9822 -2.0352 -0.5803 -0.42 1.68 0.85
C -2.8562 -0.6631 -0.9992 -0.95 -0.46 -0.22
C -3.7663 0.3085 -0.4535 -1.27 -1.68 0.16
C -4.7462 -0.1142 0.5000 0.51 0.91 -0.89
C -4.7715 -1.3959 0.9872 0.07 -0.53 -0.12
C -3.8515 -2.3359 0.4861 -0.07 -0.10 -0.63
Se -1.8559 -3.3807 -1.3776 -0.15 -0.07 -0.12
H -2.7863 -3.9251 -2.4314 0.09 0.22 0.41
H -2.2025 -0.4554 -1.8803 -0.49 0.09 0.55
H -4.0149 1.2945 -0.9765 0.70 -1.24 1.13
H -5.5010 0.6253 0.7798 0.13 -0.40 0.03
H -5.5525 -1.7252 1.6878 0.56 0.18 -0.22
H -3.8825 -3.3195 0.9249 -0.03 -0.35 -0.14
N 9.0912 -6.0126 2.2747 -1.23 0.70 -0.88
C 8.2082 -5.5533 1.6552 0.29 -0.27 0.31
C 7.0945 -5.0445 0.9010 1.33 -0.79 0.57
C 6.3313 -5.9397 0.1230 -1.47 -0.37 -0.81
C 5.2260 -5.4704 -0.5832 0.95 -2.17 0.41
C 4.9088 -4.1191 -0.5559 -1.20 1.28 -0.72
C 5.6996 -3.1984 0.1648 1.70 -0.64 1.42
C 6.7825 -3.6815 0.9212 -1.41 2.15 -0.62
N 3.7761 -3.6477 -1.2440 0.78 -0.20 0.78
C 3.4434 -2.3210 -1.4819 -0.67 0.26 -0.39
C 2.2395 -2.3447 -2.1394 1.11 0.47 0.48
N 1.8079 -3.6403 -2.2868 0.33 -1.44 0.77
C 2.7224 -4.4142 -1.7276 -0.71 1.15 -0.96
H 6.5807 -7.0031 0.1341 -0.07 0.35 -0.13
H 4.6057 -6.1831 -1.1442 0.52 0.38 0.27
H 5.4343 -2.1534 0.2048 0.15 -0.03 0.02
H 7.3559 -2.9848 1.5460 -0.18 -0.39 -0.36
H 4.0770 -1.5017 -1.1939 0.04 -0.03 -0.15
H 1.6952 -1.4801 -2.5341 0.25 -0.58 0.14
H 2.7378 -5.4883 -1.6551 -0.29 0.03 -0.11

***

Record 3
73
Properties=species:S:1:pos:R:3:forces:R:3 method="wB97M-V/def2-TZVPD" charge=0 e_homo_ev=-8.699 de_lowest_kj_mol=132.08
C -0.6758 -0.2670 3.9044 -0.01 0.14 -0.07
C -1.2125 1.0638 4.3491 -0.11 0.06 0.16
C -0.9184 2.1867 3.7045 0.02 -0.09 -0.09
C -0.0487 2.2477 2.4846 -0.10 0.13 0.04
H 0.9049 1.7510 2.6897 0.05 -0.02 -0.10
H -0.5282 1.6893 1.6734 0.07 -0.07 -0.07
C 0.2272 3.6841 2.0265 0.22 -0.25 -0.01
C 1.0720 3.6957 0.7809 -0.09 0.14 0.17
C 2.3720 3.9601 0.8350 0.05 0.10 -0.16
C 3.3330 3.9552 -0.3119 0.11 -0.05 0.17
H 2.8106 3.7716 -1.2491 0.01 0.02 -0.07
H 3.8154 4.9349 -0.3817 -0.03 0.02 -0.10
C 4.4261 2.8865 -0.1221 -0.19 0.11 -0.27
C 3.8273 1.5172 0.0887 0.17 0.03 0.00
C 3.2987 0.8423 -0.9259 0.01 -0.12 -0.01
C 2.6092 -0.4876 -0.8410 -0.19 0.07 0.14
H 3.1201 -1.1480 -0.1386 0.00 -0.06 -0.06
H 2.6221 -0.9782 -1.8145 0.04 -0.08 0.05
C 1.1561 -0.3125 -0.3873 0.22 -0.35 -0.11
C 0.4637 -1.6327 -0.1456 0.16 0.32 0.00
O 0.8606 -2.7081 -0.5083 -0.01 -0.20 -0.02
O -0.6642 -1.4443 0.5483 -0.11 0.28 0.17
C -1.4709 -2.6112 0.7968 -0.11 -0.31 -0.07
C -2.1995 -3.0404 -0.4409 0.09 0.04 0.14
C -3.2342 -2.3834 -0.9557 -0.12 -0.35 0.11
C -3.8524 -2.8213 -2.2505 0.09 0.12 -0.04
H -4.9412 -2.8441 -2.1560 -0.04 -0.08 0.01
H -3.5048 -3.8254 -2.4940 -0.02 -0.04 -0.01
C -3.4680 -1.8635 -3.3975 0.03 -0.19 0.05
C -1.9883 -1.6123 -3.4394 -0.13 0.09 -0.16
C -1.0537 -2.4351 -3.8991 0.14 0.09 -0.13
C 0.4018 -2.0820 -3.8198 -0.10 -0.03 0.11
H 0.5382 -1.0274 -3.5931 0.06 0.11 0.04
H 0.8756 -2.6672 -3.0313 0.13 -0.05 0.02
H 0.9075 -2.3083 -4.7573 0.08 0.02 -0.09
C -1.3295 -3.7841 -4.4910 -0.12 0.16 0.07
H -0.9729 -4.5600 -3.8136 0.04 -0.14 0.03
H -0.7921 -3.8982 -5.4320 0.03 -0.06 -0.06
H -2.3876 -3.9440 -4.6737 -0.11 -0.09 -0.03
H -1.6747 -0.6697 -3.0091 0.18 0.12 0.05
H -3.9832 -0.9114 -3.2595 -0.05 -0.01 -0.08
H -3.8160 -2.2933 -4.3397 -0.07 0.07 0.00
C -3.8218 -1.1680 -0.2989 0.11 0.01 0.02
H -4.2941 -1.4416 0.6451 -0.08 0.05 0.07
H -4.5739 -0.7080 -0.9337 -0.08 0.09 -0.01
H -3.0481 -0.4348 -0.0819 0.00 0.14 0.04
H -1.7895 -3.8960 -0.9548 -0.01 -0.14 -0.14
H -2.1580 -2.3048 1.5887 0.12 -0.02 -0.04
H -0.8180 -3.4124 1.1541 -0.14 0.12 0.04
H 0.5824 0.2186 -1.1508 -0.07 0.09 0.04
H 1.1085 0.2805 0.5268 -0.07 0.06 -0.01
H 3.3235 1.2890 -1.9118 0.06 0.17 -0.15
C 3.8587 1.0280 1.5045 -0.05 -0.10 -0.16
H 4.8885 0.9967 1.8618 0.06 -0.01 0.08
H 3.3090 1.7201 2.1416 -0.02 0.04 0.11
H 3.4253 0.0390 1.6107 -0.05 -0.12 0.10
H 5.0396 3.1534 0.7399 0.09 0.02 0.00
H 5.0663 2.8851 -1.0072 0.08 0.01 0.07
H 2.8199 4.1940 1.7936 -0.03 0.04 0.23
C 0.3419 3.3834 -0.4959 0.13 0.03 -0.01
H -0.6250 2.9339 -0.2841 -0.10 -0.07 -0.04
H 0.9122 2.7010 -1.1209 -0.01 -0.06 -0.12
H 0.1692 4.2993 -1.0622 -0.07 0.03 -0.09
H 0.7358 4.2204 2.8302 -0.04 0.05 0.01
H -0.7236 4.1862 1.8300 -0.05 0.06 0.06
H -1.3187 3.1285 4.0536 -0.12 0.13 0.15
C -2.0835 1.0450 5.5686 0.07 0.13 -0.10
H -1.5446 0.6069 6.4087 -0.01 -0.06 0.12
H -2.4001 2.0483 5.8422 -0.05 0.07 0.06
H -2.9701 0.4362 5.3903 -0.08 -0.08 0.05
H -1.1615 -1.0794 4.4390 -0.01 -0.11 0.02
H 0.3966 -0.3259 4.0951 0.11 -0.09 0.00
H -0.8247 -0.4087 2.8353 0.04 -0.09 -0.10